A 40-piece molecular cluster, C10H100BNO44S overall at a distorted geometry. Source: OMol25; level of theory: ωB97M-V/def2-TZVPD.

E_HOMO ... -9.11 eV
Orbital gap ... 8.54 eV
E ... -115089.7676 eV

Structure (XYZ):
```
157
C10H100BNO44S | OMol25 | ωB97M-V/def2-TZVPD
N 0.1557 1.9667 -3.0314
C -0.7647 0.8225 -3.1495
C -0.2404 -0.3587 -2.3146
C -1.1194 -1.6057 -2.2133
C -2.0456 -1.7302 -0.9585
C -2.5214 -0.4394 -0.3118
C -1.6085 0.1951 0.7546
C -1.5459 1.6684 0.4537
C -0.9446 2.4880 1.5994
C 0.1107 1.6330 2.2833
C 0.9952 2.3861 3.2900
B 2.4832 1.9494 3.0025
O 3.1040 2.2334 1.7835
O 3.1545 1.2323 3.9279
S -0.7837 0.2642 3.0688
O -1.3344 0.7148 4.2981
O 0.0519 -0.8825 3.1675
O -2.0339 -0.0349 2.1150
H -0.0693 2.4930 -2.2014
H 1.0897 1.6167 -2.8583
H -0.7938 0.5414 -4.1934
H -1.7545 1.1672 -2.8734
H 0.0634 0.0064 -1.3502
H 0.6756 -0.6594 -2.8112
H -0.4412 -2.4329 -2.1557
H -1.6847 -1.7590 -3.1186
H -2.9511 -2.2200 -1.2809
H -1.6074 -2.3629 -0.1999
H -2.7455 0.3142 -1.0333
H -3.4590 -0.6629 0.1880
H -0.6289 -0.2481 0.6202
H -1.0159 1.7675 -0.4657
H -2.5528 1.9768 0.2522
H -0.5336 3.3851 1.1781
H -1.7304 2.6787 2.3124
H 0.7393 1.2422 1.4940
H 0.7792 2.1287 4.3107
H 0.8263 3.4435 3.1650
H 3.2860 1.3821 1.3313
H 3.5492 0.4564 3.4961
O -2.6534 4.3864 0.1093
H -3.5104 4.7156 0.3997
H -2.7839 4.1759 -0.8252
O 0.9638 3.3048 -5.8128
H 0.9521 2.8699 -4.9469
H 0.0347 3.4906 -5.9819
O -0.3211 -4.0614 -3.7138
H 0.1343 -4.9129 -3.6881
H -0.4999 -3.9409 -4.6526
O -3.4676 2.4052 -2.2923
H -4.0124 1.6282 -2.0971
H -4.0310 2.9094 -2.8888
O -5.3136 4.3895 -1.7975
H -4.7122 3.9938 -1.1540
H -5.6091 5.2157 -1.3842
O 0.9649 -6.1435 -5.1168
H 1.8620 -5.8989 -4.8481
H 0.9941 -6.1357 -6.0830
O -1.0037 5.3396 2.9990
H -0.1260 5.6657 3.2384
H -0.9849 5.2911 2.0349
O 0.5617 0.9377 6.5365
H -0.0083 0.7994 5.7652
H 0.7416 0.0503 6.8630
O 1.9479 3.0375 -0.7572
H 2.4973 3.3705 -1.4788
H 2.5824 2.8327 -0.0502
O -5.0721 -2.7292 -1.8647
H -4.7693 -3.2226 -2.6365
H -5.2239 -3.4084 -1.1926
O -4.8466 6.4003 0.7760
H -4.2089 6.1303 1.4465
H -5.2468 7.1826 1.1804
O -5.4856 -4.4949 0.4938
H -6.2019 -4.9957 0.9017
H -4.9905 -4.1129 1.2264
O 5.7388 -0.7020 3.4114
H 5.1206 -1.2814 3.8847
H 6.0675 -0.1034 4.0929
O -4.9429 4.9996 -4.6763
H -4.8906 4.6219 -3.7882
H -5.8802 5.1696 -4.8113
O -8.0146 3.1311 -2.1810
H -7.1253 3.4690 -1.9859
H -8.0654 3.1235 -3.1433
O 3.5984 -6.4799 -3.7088
H 2.8971 -7.0011 -3.2983
H 4.0654 -6.0900 -2.9552
O -5.9000 0.9823 -2.1499
H -6.7611 1.4259 -2.2225
H -6.0896 0.0352 -2.1271
O 4.1734 5.2455 0.8879
H 3.4514 5.8477 1.1246
H 3.9736 4.4357 1.3743
O 4.5508 -9.2422 -4.6211
H 5.1039 -9.5954 -3.9171
H 4.2337 -8.3985 -4.2713
O 4.6356 5.2738 4.0937
H 5.1376 4.4648 4.2397
H 4.4915 5.3146 3.1412
O 6.3324 -5.9781 -3.4902
H 5.7921 -5.7402 -4.2521
H 6.7011 -6.8353 -3.7287
O -5.2803 7.4891 3.1176
H -5.8937 6.8781 3.5413
H -4.8427 7.9340 3.8521
O -3.2480 -3.9535 -4.1081
H -2.3295 -3.7445 -3.8708
H -3.2659 -3.9455 -5.0713
O -8.1263 -5.7665 0.1321
H -8.9487 -5.3474 0.4155
H -8.2692 -5.9822 -0.7962
O 8.1809 0.4899 2.4635
H 8.8049 0.2627 3.1602
H 7.5559 -0.2466 2.4449
O 1.2105 5.8542 -1.0221
H 0.6146 5.9301 -1.7745
H 1.2674 4.9074 -0.8366
O 6.4768 1.2073 -0.2991
H 7.1445 1.1836 0.3978
H 6.9667 1.0057 -1.1032
O 1.5923 5.7140 5.4106
H 2.3049 5.2449 4.9602
H 2.0583 6.3542 5.9628
O 0.5372 -4.7717 -7.8067
H -0.3076 -4.3906 -7.5422
H 0.4146 -4.9959 -8.7349
O 5.5782 -3.2829 5.1108
H 5.8839 -3.7155 4.3051
H 5.4792 -4.0055 5.7429
O 3.6864 6.4451 7.4993
H 4.1356 5.9247 6.8223
H 3.4873 5.8106 8.1962
O 1.3598 7.0539 1.6779
H 0.5075 7.4197 1.9344
H 1.2290 6.7742 0.7544
O 3.7296 -8.2192 -1.2975
H 3.0294 -8.7395 -0.8878
H 4.1943 -7.8046 -0.5616
O 3.7673 -0.6856 1.0859
H 4.4614 -0.7957 1.7503
H 4.2160 -0.8200 0.2435
O 3.9444 -5.4231 -0.5052
H 3.2419 -5.8941 -0.0442
H 4.2436 -4.7646 0.1326
O 3.3293 -2.9383 3.5601
H 3.3699 -3.3681 4.4200
H 2.3921 -2.7446 3.4259
O -9.3406 -7.2278 2.3386
H -8.8603 -6.9923 1.5327
H -8.6582 -7.3313 3.0089
O -2.0702 -5.7956 -6.8101
H -1.5069 -6.0263 -6.0598
H -2.7448 -6.4830 -6.8146
O 3.4861 -2.2359 7.1292
H 4.1035 -2.2984 7.8653
H 4.0056 -2.4625 6.3498
```

Here are the Löwdin charges for atoms 1 to 6, given in e: atom 1 (N): 0.001, atom 2 (C): -0.250, atom 3 (C): -0.182, atom 4 (C): -0.171, atom 5 (C): -0.150, atom 6 (C): -0.114